85
Properties=species:S:1:pos:R:3:forces:R:3 method="wB97M-V/def2-TZVPD" homo_lumo_gap_ev="6.44 / 6.44" e_lumo_ev="-3.83 / -3.82" total_charge=+1
Al 0.797977 0.792914 -0.540794 0.22 -0.58 0.01
S -0.212310 2.722864 -0.820245 0.07 0.24 0.35
C -0.505087 2.637179 0.949160 1.22 -0.62 -0.09
N -1.540039 3.089957 1.564688 0.35 -0.18 0.99
N -2.518655 3.629307 0.960622 -0.40 -0.11 -0.37
C -3.730854 3.794420 1.657185 -1.41 0.77 -0.12
C -4.661430 4.695408 1.117476 -0.98 -0.01 0.34
C -5.909271 4.885901 1.746780 1.04 -0.34 -0.19
C -6.227536 4.153571 2.886341 0.45 0.23 -0.17
C -5.312579 3.274160 3.428791 1.15 -0.45 -0.35
C -4.055461 3.088415 2.810090 -0.65 0.40 0.40
N 0.331674 1.947350 1.831566 -0.62 0.69 -0.16
N 1.162085 1.155314 1.318813 -0.21 -0.13 -0.31
C 1.982011 0.416071 2.221375 0.36 -0.63 -0.58
C 2.300293 -0.923521 1.925604 -0.15 0.17 0.09
C 3.101214 -1.594730 2.845560 -0.57 -0.91 0.12
C 3.540684 -0.999171 4.009824 -0.01 0.60 0.23
C 3.276928 0.349738 4.241486 0.04 -0.31 -0.28
C 2.504591 1.055999 3.328367 0.11 0.49 0.35
H -2.548325 3.619375 -0.055907 0.02 0.08 -0.12
H -4.476083 5.251141 0.199943 0.28 -0.11 0.20
H -6.597560 5.632112 1.371031 0.01 -0.13 -0.12
H -7.153415 4.305582 3.387454 -0.66 0.11 0.20
H -5.541501 2.700429 4.332020 0.07 0.28 -0.35
H -3.335473 2.435120 3.260094 0.25 -0.30 0.04
H 1.896293 -1.480398 1.052471 0.22 0.62 0.79
H 3.266579 -2.672326 2.787140 0.01 0.30 -0.51
H 4.060673 -1.598528 4.748237 0.11 0.15 -0.09
H 3.691327 0.821994 5.116310 -0.08 0.20 0.11
H 2.299851 2.124225 3.429851 0.07 -0.37 0.21
C 2.808501 -1.318513 -4.195013 -0.13 -0.69 -0.25
C 2.314117 -0.242680 -3.256812 -0.01 0.16 0.29
C 2.923253 1.111820 -3.612034 0.67 -0.39 -0.23
P 2.542924 -0.549194 -1.461800 -1.01 -0.61 0.14
C 4.259689 -0.713420 -0.853286 0.23 0.13 -0.65
C 4.783822 0.659540 -0.465899 0.01 -0.20 1.09
C 5.245249 -1.472862 -1.719813 0.75 0.58 -0.97
C 1.574568 -2.070607 -1.118622 -0.28 0.37 -0.39
C 2.136683 -3.335022 -1.107285 -0.48 -0.74 0.30
C 1.332868 -4.468943 -0.897556 0.66 0.27 -0.24
C 1.881214 -5.858316 -0.819414 0.13 -0.18 -0.26
C -0.029625 -4.294892 -0.797611 -0.15 -0.28 0.11
C -0.609098 -3.051455 -0.784498 -0.71 0.24 -0.04
C 0.165206 -1.915934 -0.913364 0.96 0.79 0.22
N -0.321031 -0.623057 -0.742789 -0.09 0.07 -0.35
C -1.718562 -0.344948 -0.519818 0.30 -0.34 0.48
C -2.501397 0.103982 -1.588695 0.60 0.01 -0.30
C -1.957937 0.053068 -3.017405 -1.50 0.67 0.45
C -3.767576 0.608343 -1.332181 -0.07 -0.48 0.34
C -4.302127 0.590745 -0.036404 -0.24 0.19 -0.41
C -5.717217 1.051281 0.259393 0.14 0.24 -0.19
C -3.516172 0.085443 0.993056 -0.26 0.04 -0.06
C -2.232470 -0.389881 0.790157 0.81 0.20 0.34
C -1.393689 -0.794014 2.034087 -0.01 0.48 -1.62
H 2.425727 -1.102028 -5.189538 0.09 0.09 -0.20
H 2.445952 -2.332966 -3.965549 0.15 0.37 0.20
H 3.899426 -1.331292 -4.246458 -0.12 -0.04 -0.02
H 1.207893 -0.178463 -3.290298 0.32 -0.07 -0.17
H 4.019400 1.079218 -3.471915 -0.41 0.07 -0.03
H 2.525278 1.912749 -3.006948 -0.14 0.39 0.12
H 2.763087 1.319916 -4.669209 -0.14 0.14 0.02
H 4.190135 -1.287499 0.033962 -0.48 -0.57 1.11
H 4.707999 1.350221 -1.283778 0.02 0.56 -0.24
H 5.826426 0.583792 -0.143987 -0.03 0.00 -0.22
H 4.237692 1.008358 0.428165 0.06 0.20 -0.52
H 5.431507 -0.955433 -2.675647 -0.14 -0.17 0.24
H 4.988189 -2.501329 -1.949892 -0.16 -0.08 0.08
H 6.216803 -1.454485 -1.210449 -0.21 -0.20 0.01
H 3.204430 -3.460976 -1.216193 0.09 -0.04 -0.06
H 2.958308 -5.844750 -0.947792 0.17 -0.17 -0.13
H 1.422079 -6.490407 -1.593963 0.27 0.10 0.21
H 1.677462 -6.322924 0.144904 -0.07 0.03 0.05
H -0.644290 -5.179883 -0.694959 -0.14 0.02 0.04
H -1.679512 -2.938731 -0.653606 0.03 -0.02 0.01
H -1.771003 -0.964568 -3.298067 0.27 -0.59 -0.22
H -1.067455 0.645121 -3.168725 0.37 0.18 0.09
H -2.740588 0.455142 -3.691928 0.49 -0.25 0.25
H -4.340162 0.927801 -2.190451 -0.30 0.22 0.09
H -6.134655 1.704842 -0.523963 0.21 -0.43 0.11
H -5.740253 1.643335 1.177928 -0.03 -0.19 0.03
H -6.364187 0.175080 0.386808 0.00 0.25 -0.04
H -3.912181 0.076024 1.998447 -0.13 0.00 0.15
H -1.115482 0.109675 2.590894 -0.22 -0.30 0.10
H -0.471631 -1.296966 1.734640 -0.10 0.02 0.04
H -1.954186 -1.478932 2.639837 -0.32 -0.19 0.48